A molecular structure, C31H54F9MnN2O5SSi, computed with ωB97M-V/def2-TZVPD.

```
! RIJCOSX wB97M-V def2-TZVPD def2/J DEFGRID3
* xyz -1 6
Mn 0.150 -1.773 1.238
C -0.216 -3.985 2.502
C -1.390 -3.709 1.738
C -1.048 -3.811 0.370
C 0.343 -4.038 0.286
C 0.850 -4.192 1.603
C 2.253 -4.617 1.923
C 1.110 -4.242 -0.989
C -1.992 -3.853 -0.795
C -2.773 -3.720 2.328
C -0.239 -4.210 3.986
H 2.344 -4.919 2.965
H 2.976 -3.814 1.753
H 2.545 -5.467 1.299
H 1.050 -5.281 -1.338
H 2.167 -3.997 -0.856
H 0.719 -3.595 -1.778
H -1.812 -4.756 -1.389
H -1.875 -2.995 -1.456
H -3.031 -3.882 -0.458
H -3.513 -3.293 1.648
H -2.812 -3.154 3.263
H -3.086 -4.745 2.562
H -0.868 -5.075 4.232
H -0.646 -3.353 4.528
H 0.756 -4.396 4.381
F 3.595 -1.402 5.566
C 3.200 -1.838 4.354
F 2.590 -3.005 4.545
F 4.302 -2.085 3.627
C 2.276 -0.821 3.601
O 1.752 -1.375 2.516
C 3.176 0.435 3.234
F 2.490 1.582 3.309
F 3.618 0.314 1.980
F 4.263 0.589 4.021
C 1.166 -0.346 4.616
F 0.139 0.198 3.950
F 1.589 0.558 5.516
F 0.673 -1.380 5.318
C -2.788 -0.257 0.799
C -3.060 0.759 -0.310
C -4.216 0.269 -1.184
C -3.425 2.092 0.318
O -1.918 0.983 -1.135
Si -0.852 -0.163 -1.707
O -0.026 -0.914 -0.591
O 0.019 0.582 -2.898
C 1.070 1.541 -2.904
C 0.504 2.913 -2.554
C 2.180 1.130 -1.941
C 1.608 1.553 -4.330
O -1.797 -1.215 -2.571
C -1.941 -1.522 -3.950
C -2.395 -0.285 -4.729
C -3.023 -2.594 -4.030
C -0.632 -2.072 -4.515
H -3.645 -0.325 1.472
H -1.923 0.066 1.380
H -2.583 -1.248 0.384
H -5.123 0.126 -0.591
H -3.942 -0.676 -1.657
H -4.416 1.003 -1.969
H -4.345 2.003 0.902
H -3.576 2.837 -0.467
H -2.616 2.424 0.970
H 0.073 2.887 -1.554
H -0.290 3.173 -3.260
H 1.287 3.676 -2.595
H 1.810 1.108 -0.915
H 3.017 1.827 -2.016
H 2.527 0.123 -2.185
H 0.794 1.748 -5.033
H 2.044 0.580 -4.571
H 2.375 2.322 -4.451
H -3.314 0.107 -4.285
H -2.585 -0.538 -5.774
H -1.629 0.489 -4.675
H -3.936 -2.240 -3.547
H -2.697 -3.504 -3.522
H -3.245 -2.832 -5.073
H 0.164 -1.338 -4.381
H -0.738 -2.298 -5.579
H -0.357 -2.985 -3.983
C 3.004 5.842 1.656
N 2.556 4.628 0.985
C 3.504 3.538 1.149
C 1.200 4.349 0.963
S 0.571 2.867 1.365
N 0.437 5.426 0.574
C -1.009 5.318 0.605
C 0.913 6.333 -0.469
H 3.209 5.635 2.713
H 2.251 6.621 1.602
H 3.925 6.206 1.195
H 4.439 3.819 0.660
H 3.116 2.634 0.697
H 3.703 3.333 2.204
H -1.341 4.978 1.583
H -1.369 4.607 -0.139
H -1.426 6.305 0.400
H 1.971 6.185 -0.650
H 0.740 7.374 -0.186
H 0.376 6.137 -1.403
*
```

## Properties
HOMO level (spin up / spin down)   -3.76 / -4.26 eV
Gap between HOMO and LUMO (spin up / spin down)   6.058 / 6.556 eV
Electronic energy   -4437.19989 Eh
LUMO energy (spin up / spin down)   0.0843 / 0.0843 Eh
⟨S²⟩   8.75

Löwdin population analysis, charges in e, atoms 1 to 6:
1. Mn 0.9961
2. C -0.2731
3. C -0.2874
4. C -0.2874
5. C -0.2958
6. C -0.2735

***

A molecular structure, C31H55AsBrIMnOPS, computed with ωB97M-V/def2-TZVPD.

```
! RIJCOSX wB97M-V def2-TZVPD def2/J DEFGRID3
* xyz 2 5
Mn 0.221 0.320 0.032
C -0.854 1.928 4.479
C -0.803 0.417 4.350
S 0.539 -0.327 3.431
O 0.471 0.310 2.030
C 2.025 0.319 4.220
C 2.500 1.696 3.788
H -1.779 2.195 4.991
H -0.858 2.418 3.503
H -0.032 2.315 5.076
H -1.678 0.024 3.824
H -0.772 -0.094 5.317
H 2.782 -0.440 4.011
H 1.802 0.256 5.290
H 2.497 1.774 2.706
H 3.528 1.834 4.125
H 1.899 2.501 4.200
C 4.127 0.137 0.980
C 3.844 1.193 -0.079
As 2.443 0.776 -1.365
C 3.215 -0.544 -2.575
C 3.858 -1.771 -1.939
C 2.443 2.378 -2.485
C 3.720 2.597 -3.288
H 4.855 0.520 1.697
H 4.537 -0.778 0.556
H 3.226 -0.130 1.538
H 4.727 1.407 -0.680
H 3.537 2.137 0.373
H 3.958 0.023 -3.134
H 2.431 -0.798 -3.285
H 4.854 -1.539 -1.565
H 3.969 -2.561 -2.682
H 3.283 -2.178 -1.107
H 2.254 3.203 -1.800
H 1.574 2.315 -3.140
H 4.626 2.519 -2.685
H 3.705 3.605 -3.705
H 3.807 1.907 -4.126
C -0.285 5.007 -0.602
C 0.423 4.591 0.518
C 0.727 3.243 0.693
C 0.310 2.333 -0.263
C -0.372 2.740 -1.402
C -0.686 4.083 -1.562
H -0.522 6.056 -0.732
H 0.738 5.316 1.258
H 1.258 2.921 1.579
H -0.677 2.032 -2.167
H -1.234 4.412 -2.437
C -3.349 -2.413 0.043
C -1.957 -2.857 0.485
C -1.778 -2.685 1.991
P -0.574 -2.112 -0.491
C -1.170 -2.308 -2.231
C -0.100 -2.753 -3.222
C -1.828 -1.000 -2.676
C 0.832 -3.295 -0.295
C 1.743 -2.978 0.893
C 0.419 -4.767 -0.290
H -4.091 -2.961 0.627
H -3.554 -2.615 -1.009
H -3.512 -1.352 0.226
H -1.869 -3.921 0.247
H -1.976 -1.652 2.284
H -0.782 -2.960 2.341
H -2.498 -3.316 2.518
H -1.934 -3.088 -2.190
H 0.759 -2.082 -3.215
H -0.515 -2.743 -4.232
H 0.263 -3.761 -3.026
H -1.077 -0.212 -2.787
H -2.588 -0.644 -1.975
H -2.305 -1.124 -3.650
H 1.405 -3.113 -1.204
H 1.297 -3.292 1.838
H 1.975 -1.914 0.970
H 2.689 -3.514 0.790
H -0.052 -5.043 0.656
H 1.302 -5.398 -0.404
H -0.273 -5.017 -1.097
Br -5.595 -0.038 2.350
C -5.501 0.579 0.572
C -6.645 0.493 -0.210
C -6.628 0.945 -1.520
C -5.473 1.492 -2.060
C -4.327 1.582 -1.287
C -4.343 1.118 0.023
I -2.584 1.285 1.127
H -7.548 0.078 0.216
H -7.529 0.876 -2.116
H -5.464 1.858 -3.078
H -3.426 2.025 -1.692
*
```

## Properties
HOMO level (spin up / spin down)   -13.64 / -13.66 eV
Energy above the lowest of the compared OMol25 structures with the same formula, charge and spin   1.0 kcal per mole
Gap between HOMO and LUMO (spin up / spin down)   6.623 / 8.148 eV
Electronic energy   -8286.95612 Eh
LUMO energy (spin up / spin down)   -0.2579 / -0.2025 Eh
⟨S²⟩   6.38

Löwdin population analysis, charges in e, atoms 1 to 6:
1. Mn 0.5417
2. C -0.1101
3. C -0.3938
4. S 0.9870
5. O -0.6903
6. C -0.3535

***

A molecular structure, C31H55B2FN10O2Ti at a distorted geometry, computed with ωB97M-V/def2-TZVPD.

```
! RIJCOSX wB97M-V def2-TZVPD def2/J DEFGRID3
* xyz 0 1
Ti 0.121 -0.436 -0.069
C 4.334 -0.301 -2.920
C 3.582 0.500 -1.854
C 4.236 1.862 -1.625
C 3.497 -0.276 -0.575
C 4.515 -0.418 0.376
C 3.965 -1.199 1.365
N 2.712 -1.509 1.020
N 2.409 -0.957 -0.199
B 1.713 -2.249 1.959
N 0.978 -1.289 2.922
C 1.412 -1.018 4.164
C 0.491 -0.210 4.773
C -0.527 -0.038 3.814
N -0.225 -0.680 2.684
C -1.800 0.717 4.114
C -1.495 2.194 4.387
C -2.914 0.585 3.090
N 0.720 -3.066 1.111
C 0.566 -4.381 1.229
C -0.334 -4.808 0.277
C -0.701 -3.667 -0.430
N -0.069 -2.592 0.090
C -1.554 -3.696 -1.670
C -0.655 -3.729 -2.913
C -2.610 -2.605 -1.777
H 4.451 0.285 -3.835
H 3.799 -1.221 -3.164
H 5.332 -0.568 -2.564
H 2.570 0.654 -2.208
H 5.311 1.762 -1.447
H 3.801 2.375 -0.765
H 4.106 2.499 -2.504
H 5.509 0.001 0.345
H 4.380 -1.559 2.296
H 2.349 -3.025 2.626
H 2.340 -1.435 4.527
H 0.513 0.174 5.780
H -2.166 0.276 5.046
H -1.040 2.654 3.505
H -0.803 2.322 5.221
H -2.413 2.739 4.620
H -2.695 1.159 2.193
H -3.842 0.975 3.512
H -3.080 -0.451 2.793
H 1.116 -4.923 1.983
H -0.673 -5.814 0.092
H -2.075 -4.653 -1.613
H -0.047 -2.825 -2.975
H -1.262 -3.803 -3.819
H 0.025 -4.583 -2.888
H -2.168 -1.630 -1.958
H -3.212 -2.533 -0.870
H -3.278 -2.823 -2.613
C -1.886 0.054 -0.074
H -1.860 1.004 0.458
H -2.446 -0.688 0.497
H -2.355 0.225 -1.040
F 0.834 1.042 0.563
C 1.591 1.076 -4.800
C 0.581 -0.018 -4.499
C 0.735 -1.140 -5.504
O 0.911 -0.547 -3.182
B -0.005 -0.093 -2.262
O -1.037 0.584 -2.877
C -0.885 0.510 -4.317
C -1.126 1.896 -4.882
C -1.950 -0.445 -4.825
H 2.590 0.641 -4.801
H 1.567 1.866 -4.046
H 1.410 1.526 -5.779
H 1.773 -1.477 -5.503
H 0.490 -0.792 -6.512
H 0.101 -1.993 -5.265
H -0.454 2.637 -4.450
H -2.153 2.198 -4.664
H -0.995 1.902 -5.968
H -1.846 -1.431 -4.371
H -1.903 -0.551 -5.911
H -2.932 -0.053 -4.557
C 0.488 3.442 -1.375
N -0.726 3.122 -0.626
C -0.653 3.793 0.673
N -0.523 5.251 0.534
C 0.688 5.522 -0.253
N 0.655 4.887 -1.578
C -0.535 5.382 -2.285
N -1.783 5.110 -1.558
C -1.875 3.655 -1.358
C -1.677 5.739 -0.233
H 0.436 2.951 -2.350
H 1.349 3.050 -0.830
H 0.202 3.402 1.225
H -1.564 3.572 1.235
H 1.556 5.148 0.294
H 0.794 6.601 -0.381
H -0.586 4.905 -3.265
H -0.438 6.459 -2.429
H -1.933 3.160 -2.329
H -2.787 3.431 -0.798
H -2.588 5.530 0.330
H -1.587 6.819 -0.361
*
```

## Properties
HOMO level   -8.29 eV
Energy above the lowest of the compared OMol25 structures with the same formula, charge and spin   2.6 kcal per mole
Gap between HOMO and LUMO   8.524 eV
Electronic energy   -2911.53881 Eh
LUMO energy   0.0084 Eh

Löwdin population analysis, charges in e, atoms 1 to 6:
1. Ti 1.0945
2. C -0.0546
3. C -0.3678
4. C -0.0567
5. C -0.2653
6. C 0.0003

***

A molecular structure, C31H55BIrN7 at a distorted geometry, computed with ωB97M-V/def2-TZVPD.

```
! RIJCOSX wB97M-V def2-TZVPD def2/J DEFGRID3
* xyz 1 6
Ir -0.859 -1.156 -1.028
C 3.131 -3.393 -3.231
C 1.879 -2.836 -2.560
C 0.910 -2.254 -3.593
C 2.236 -1.787 -1.553
C 3.489 -1.346 -1.151
C 3.251 -0.360 -0.199
C 4.294 0.431 0.519
C 5.189 -0.519 1.321
C 5.121 1.228 -0.494
N 1.918 -0.243 -0.053
N 1.300 -1.106 -0.882
B 1.124 0.694 0.886
N 0.234 -0.179 1.799
N -0.608 -1.062 1.241
C -1.125 -1.848 2.187
C -0.608 -1.441 3.411
C 0.245 -0.375 3.136
C 0.982 0.394 4.187
C 0.683 1.895 4.146
C 2.490 0.119 4.170
C -2.063 -2.955 1.832
C -2.717 -3.574 3.063
C -1.314 -4.003 0.999
N 0.261 1.623 0.003
N -0.642 1.119 -0.857
C -1.178 2.116 -1.562
C -0.596 3.308 -1.145
C 0.314 2.961 -0.151
C 1.154 3.905 0.643
C 0.232 4.780 1.500
C 2.036 4.768 -0.263
C -2.200 1.881 -2.621
C -3.441 2.737 -2.369
C -1.590 2.173 -3.994
H 2.861 -4.152 -3.961
H 3.672 -2.601 -3.743
H 3.787 -3.849 -2.493
H 1.368 -3.652 -2.030
H 1.363 -1.407 -4.104
H 0.638 -3.003 -4.333
H -0.024 -1.907 -3.092
H 4.441 -1.694 -1.492
H 3.816 1.134 1.204
H 5.728 -1.183 0.650
H 5.912 0.047 1.902
H 4.595 -1.124 2.002
H 5.645 0.555 -1.167
H 4.480 1.880 -1.084
H 5.855 1.842 0.021
H 1.861 1.335 1.530
H -0.817 -1.861 4.374
H 0.597 0.013 5.140
H 1.090 2.358 3.254
H -0.391 2.066 4.165
H 1.125 2.377 5.015
H 2.956 0.525 3.279
H 2.952 0.577 5.041
H 2.678 -0.952 4.204
H -2.834 -2.517 1.189
H -1.977 -4.081 3.677
H -3.204 -2.809 3.661
H -3.467 -4.302 2.764
H -0.504 -4.443 1.576
H -1.988 -4.795 0.684
H -0.895 -3.524 0.099
H -0.808 4.287 -1.520
H 1.811 3.339 1.305
H -0.434 5.365 0.872
H -0.371 4.166 2.164
H 0.827 5.462 2.103
H 1.437 5.379 -0.932
H 2.642 5.427 0.354
H 2.703 4.149 -0.858
H -2.468 0.816 -2.576
H -3.192 3.793 -2.427
H -4.201 2.528 -3.118
H -3.860 2.533 -1.386
H -1.247 3.204 -4.046
H -0.746 1.514 -4.185
H -2.330 2.018 -4.774
C -4.694 -2.901 -0.957
C -4.160 -1.462 -1.179
C -4.809 -0.958 -2.497
C -4.618 -0.542 -0.014
N -2.795 -1.418 -1.242
H -5.777 -2.876 -0.878
H -4.295 -3.339 -0.047
H -4.404 -3.527 -1.795
H -5.878 -1.129 -2.457
H -4.400 -1.509 -3.336
H -4.616 0.099 -2.632
H -5.690 -0.397 -0.070
H -4.118 0.421 -0.091
H -4.364 -0.990 0.944
*
```

## Properties
HOMO level (spin up / spin down)   -11.13 / -11.59 eV
Energy above the lowest of the compared OMol25 structures with the same formula, charge and spin   0.0 kcal per mole
Gap between HOMO and LUMO (spin up / spin down)   9.440 / 6.499 eV
Electronic energy   -1726.48558 Eh
LUMO energy (spin up / spin down)   -0.0623 / -0.1869 Eh
⟨S²⟩   8.77

Löwdin population analysis, charges in e, atoms 1 to 6:
1. Ir 1.4349
2. C -0.0628
3. C -0.3719
4. C -0.0721
5. C -0.2534
6. C 0.0563

***

A molecular structure, C31H55BrNP3Pt at a distorted geometry, computed with ωB97M-V/def2-TZVPD.

```
! RIJCOSX wB97M-V def2-TZVPD def2/J DEFGRID3
* xyz 4 5
N 4.521 -5.594 -0.149
C 3.261 -5.932 0.143
C 2.204 -5.021 0.025
C 2.485 -3.721 -0.450
C 3.800 -3.379 -0.756
C 4.802 -4.363 -0.570
C 1.394 -2.725 -0.599
Pt 1.904 -0.767 -0.313
P -1.409 2.400 -2.018
C 1.360 -1.917 -1.843
C 0.071 -1.495 -2.461
C 0.176 -0.558 -3.489
C -0.983 0.055 -3.942
C -2.180 -0.062 -3.238
C -2.347 -1.246 -2.496
C -1.203 -1.967 -2.093
Br -2.885 1.072 -0.853
H 0.423 -3.088 -0.248
H 2.185 -2.064 -2.562
H 1.180 -5.302 0.256
H 4.064 -2.378 -1.113
H 3.054 -6.960 0.455
H 5.839 -4.118 -0.818
H 1.167 -0.260 -3.834
H -1.295 -2.863 -1.472
H -0.949 0.659 -4.848
H -3.340 -1.616 -2.218
P 2.524 0.976 0.913
C -2.547 2.298 -3.435
C -2.121 2.830 -4.774
H -3.490 2.752 -3.141
H -2.901 0.863 -3.469
H -2.885 2.577 -5.528
H -2.019 3.926 -4.792
H -1.184 2.420 -5.175
C 0.381 2.456 -2.247
C 0.917 3.641 -3.089
H 0.756 1.502 -2.641
H 0.786 2.513 -1.220
H 2.020 3.597 -3.110
H 0.592 3.608 -4.149
H 0.632 4.612 -2.659
C -1.790 3.998 -1.180
C -3.251 4.368 -0.898
H -1.338 4.769 -1.824
H -1.219 3.976 -0.236
H -3.255 5.216 -0.188
H -3.771 4.701 -1.806
H -3.837 3.551 -0.436
C 1.088 1.319 2.012
C 1.218 2.402 3.085
H 0.879 0.346 2.480
H 0.249 1.509 1.329
H 2.087 2.237 3.740
H 1.295 3.409 2.646
H 0.314 2.386 3.717
C 3.135 2.546 0.179
C 4.393 2.351 -0.670
H 3.333 3.248 1.002
H 2.323 2.991 -0.418
H 5.311 2.521 -0.081
H 4.443 1.350 -1.127
H 4.406 3.090 -1.482
C 3.904 0.527 2.041
C 3.726 -0.775 2.813
H 4.024 1.378 2.730
H 4.805 0.477 1.414
H 3.566 -1.632 2.139
H 4.641 -0.964 3.397
H 2.893 -0.733 3.530
C -0.598 -3.155 3.295
C -2.013 -2.980 2.748
P -2.206 -1.464 1.709
C -3.948 -1.739 1.128
C -5.070 -1.874 2.156
C -2.369 -0.092 2.950
C -2.854 -0.438 4.355
H 0.154 -3.034 2.505
H -0.492 -4.168 3.703
H -0.373 -2.445 4.101
H -2.266 -3.823 2.085
H -2.757 -2.955 3.557
H -4.154 -0.896 0.451
H -3.893 -2.647 0.505
H -5.265 -0.930 2.682
H -5.993 -2.145 1.625
H -4.879 -2.660 2.898
H -1.370 0.379 2.993
H -3.041 0.644 2.480
H -2.209 -1.164 4.867
H -2.852 0.482 4.955
H -3.882 -0.820 4.362
*
```

## Properties
HOMO level (spin up / spin down)   -19.04 / -19.41 eV
Energy above the lowest of the compared OMol25 structures with the same formula, charge and spin   0.0 kcal per mole
Gap between HOMO and LUMO (spin up / spin down)   6.761 / 4.444 eV
Electronic energy   -4984.59925 Eh
LUMO energy (spin up / spin down)   -0.4514 / -0.5501 Eh
⟨S²⟩   6.06

Löwdin population analysis, charges in e, atoms 1 to 6:
1. N 0.1587
2. C -0.0387
3. C 0.0493
4. C -0.2082
5. C 0.0067
6. C -0.0409

***

> Which value of electronic energy does entry 1 give?

-4437.19989 Eh

***

> What is the formula in the second record?

C31H55AsBrIMnOPS